Here is C22H26BaN2O13 as an isolated structure from the OMol25 dataset. Energies are from wB97M-V/def2-TZVPD.

```
64
Properties=species:S:1:pos:R:3
Ba -1.000 -0.443 0.277
O -3.576 0.973 2.580
C -2.359 0.875 2.726
O -1.454 1.446 2.023
C -1.864 0.000 3.904
C -0.339 -0.114 3.966
C 0.124 -0.610 5.341
C -0.270 -2.106 5.272
C -0.902 -2.179 3.877
O -0.085 -1.261 3.130
C -2.290 -1.510 3.876
C -3.106 -2.068 2.682
O -4.177 -2.621 2.942
O -2.524 -2.017 1.551
H -2.263 0.472 4.805
H 0.184 0.748 3.564
H -0.371 -0.074 6.153
H 1.202 -0.487 5.453
H -0.968 -2.409 6.054
H 0.610 -2.748 5.324
H -0.876 -3.156 3.400
H -2.852 -1.767 4.773
O -2.674 -0.395 -1.923
C -2.759 0.074 -3.039
C -1.980 1.159 -3.613
C -2.275 1.491 -4.925
C -1.588 2.492 -5.587
C -0.550 3.186 -4.929
C -0.240 2.883 -3.643
C -0.935 1.861 -2.881
O -0.628 1.625 -1.697
N -1.921 2.818 -6.939
O -2.815 2.193 -7.500
O -1.277 3.699 -7.506
H -3.507 -0.349 -3.742
H -3.057 0.956 -5.451
H -0.013 3.951 -5.472
H 0.566 3.395 -3.135
C 2.044 -4.059 0.624
C 2.499 -3.274 -0.605
C 3.468 -4.090 -1.441
O 3.169 -2.088 -0.177
C 1.233 -2.892 -1.429
O 0.773 -3.710 -2.225
O 0.764 -1.740 -1.141
H 2.911 -4.310 1.241
H 1.533 -4.977 0.326
H 1.360 -3.457 1.224
H 4.345 -4.346 -0.840
H 3.795 -3.509 -2.305
H 2.988 -4.999 -1.800
H 2.485 -1.398 -0.276
C 1.087 4.409 -0.298
N 1.763 3.155 -0.086
C 3.010 2.925 -0.774
C 1.136 2.141 0.554
O 1.610 1.027 0.723
H 1.650 5.239 0.140
H 0.100 4.368 0.160
H 0.956 4.607 -1.365
H 3.780 3.623 -0.431
H 2.878 3.052 -1.853
H 3.329 1.905 -0.575
H 0.144 2.414 0.939
```

* net charge: -2
* 2S+1: 1
* lowest unoccupied orbital energy: 4.116 eV
* HOMO-LUMO gap: 7.433 eV
* HOMO energy: -3.3 eV
* relative energy (zero: lowest compared OMol25 entry of this formula, charge and spin): 11.27 kcal per mole
* E_tot: -53532.831 eV

---

Here is a 2-piece molecular cluster, C33H58BFI2N2O8PS overall at a distorted geometry from the OMol25 dataset. Energies are from wB97M-V/def2-TZVPD.

```
107
Properties=species:S:1:pos:R:3
C -1.581 0.813 4.068
C -1.063 0.624 3.003
C -0.578 0.713 1.623
N 0.769 1.379 1.419
C 0.378 2.834 1.454
C 1.266 4.054 1.558
N 2.513 4.256 1.488
C 1.826 1.023 2.447
B 1.824 1.757 3.916
O 1.031 1.377 4.996
C 2.841 2.921 4.287
C 2.090 4.180 4.793
C 2.299 -0.466 2.446
C 1.285 -1.578 2.843
C 0.857 -1.741 4.313
C -0.051 -3.037 4.328
C -1.538 -2.711 4.438
O -2.010 -2.423 3.121
C 3.433 -0.694 3.482
C 4.804 -0.164 3.032
C 5.726 0.249 4.160
O 5.053 1.200 3.255
O 2.954 -0.648 1.188
C 2.243 -0.361 -0.005
C 1.452 -1.713 -0.287
C 2.171 -3.022 0.076
C 2.917 -3.747 -1.051
F 3.356 -4.978 -0.608
C 3.268 -0.269 -1.172
I 2.837 -1.007 -3.145
C 4.493 0.284 -1.105
C 5.052 1.007 0.089
I 5.930 0.346 -2.705
C 1.229 0.903 0.033
S 2.106 2.332 -0.834
C 0.101 0.623 -1.012
C -0.714 1.777 -1.584
C -2.041 1.786 -1.387
H -1.942 0.954 5.063
H -1.352 1.235 1.057
H -0.614 -0.310 1.250
H -0.285 3.052 0.607
H -0.328 2.940 2.294
H 0.679 4.975 1.663
H 2.975 3.349 1.373
H 2.716 1.502 2.013
H 1.582 0.908 5.633
H 3.578 3.123 3.512
H 3.403 2.516 5.143
H 1.992 4.170 5.881
H 2.617 5.102 4.538
H 1.074 4.251 4.390
H 0.348 -1.636 2.287
H 1.800 -2.516 2.611
H 1.655 -1.980 5.017
H 0.206 -0.952 4.678
H 0.216 -3.632 5.206
H 0.099 -3.608 3.409
H -1.674 -1.873 5.135
H -2.094 -3.572 4.828
H -2.839 -1.939 3.180
H 3.259 -0.391 4.512
H 3.650 -1.770 3.483
H 5.268 -0.649 2.179
H 6.789 0.278 3.969
H 5.257 0.359 5.130
H 0.531 -1.713 0.310
H 1.058 -1.793 -1.299
H 2.844 -3.013 0.932
H 1.380 -3.736 0.354
H 2.321 -3.850 -1.960
H 3.813 -3.161 -1.291
H 5.490 1.945 -0.278
H 5.916 0.447 0.460
H 4.353 1.283 0.867
H 2.064 1.963 -2.129
H -0.600 -0.185 -0.797
H 0.649 0.243 -1.888
H -0.317 2.572 -2.205
H -2.647 2.683 -1.461
H -2.540 0.833 -1.201
O -5.085 -0.660 -3.877
P -5.058 -0.733 -5.367
O -5.098 -2.327 -5.693
C -6.295 -3.059 -5.419
C -7.419 -2.707 -6.377
O -3.482 -0.393 -5.676
C -2.637 0.128 -4.661
C -1.924 -0.987 -3.919
O -5.434 -0.293 -6.914
C -6.288 0.855 -7.106
C -5.714 2.111 -6.482
H -6.602 -2.891 -4.383
H -6.041 -4.113 -5.521
H -7.786 -1.692 -6.194
H -8.259 -3.391 -6.253
H -7.075 -2.748 -7.410
H -3.199 0.765 -3.977
H -1.902 0.767 -5.157
H -2.608 -1.783 -3.627
H -1.432 -0.602 -3.022
H -1.163 -1.446 -4.554
H -7.279 0.641 -6.697
H -6.399 0.985 -8.181
H -5.655 2.022 -5.391
H -6.340 2.973 -6.712
H -4.704 2.296 -6.847
```

* net charge: +1
* 2S+1: 1
* lowest unoccupied orbital energy: -2.459 eV
* HOMO-LUMO gap: 8.699 eV
* HOMO energy: -11.2 eV
* E_tot: -94227.790 eV